{
  "formula": "C29H75GaN5O2",
  "method": "wB97M-V/def2-TZVPD",
  "species": ["C", "C", "O", "C", "N", "C", "C", "O", "Ga", "H", "H", "H", "H", "H", "H", "H", "H", "H", "H", "H", "H", "H", "H", "H", "C", "C", "N", "C", "C", "C", "C", "H", "H", "H", "H", "H", "H", "H", "H", "H", "H", "H", "H", "H", "H", "H", "C", "C", "N", "C", "C", "C", "C", "H", "H", "H", "H", "H", "H", "H", "H", "H", "H", "H", "H", "H", "H", "H", "C", "C", "N", "C", "C", "C", "C", "H", "H", "H", "H", "H", "H", "H", "H", "H", "H", "H", "H", "H", "H", "H", "C", "C", "N", "C", "C", "C", "C", "H", "H", "H", "H", "H", "H", "H", "H", "H", "H", "H", "H", "H", "H", "H"],
  "xyz": [[-3.67, 1.07, 4.32], [-3.98, 0.86, 2.85], [-3.61, -0.48, 2.55], [-5.44, 1.14, 2.50], [-6.38, 0.49, 3.38], [-7.77, 0.70, 2.99], [-8.24, -0.05, 1.74], [-8.18, -1.42, 1.88], [-6.68, -2.37, 1.18], [-4.01, 2.05, 4.64], [-4.18, 0.32, 4.92], [-2.60, 0.98, 4.48], [-3.38, 1.56, 2.25], [-3.50, -0.57, 1.59], [-5.59, 0.86, 1.45], [-5.59, 2.23, 2.58], [-6.18, -0.51, 3.42], [-7.91, 1.78, 2.86], [-8.41, 0.38, 3.82], [-9.29, 0.27, 1.57], [-7.68, 0.31, 0.86], [-5.85, -1.32, 0.27], [-5.84, -2.89, 2.45], [-7.26, -3.60, 0.31], [-0.92, -0.80, 6.69], [0.14, -0.57, 5.64], [0.55, 0.82, 5.55], [1.22, 1.16, 4.31], [2.58, 0.50, 4.02], [1.09, 1.41, 6.75], [2.33, 0.75, 7.38], [-1.77, -0.14, 6.53], [-1.29, -1.83, 6.62], [-0.55, -0.66, 7.71], [-0.28, -0.83, 4.66], [0.98, -1.26, 5.81], [1.34, 2.24, 4.27], [0.54, 0.89, 3.49], [3.38, 0.92, 4.62], [2.84, 0.65, 2.97], [2.55, -0.58, 4.19], [0.30, 1.43, 7.51], [1.32, 2.46, 6.53], [2.21, -0.33, 7.45], [2.48, 1.12, 8.39], [3.24, 0.95, 6.81], [3.35, 3.78, -3.04], [2.37, 2.92, -2.25], [3.02, 2.08, -1.26], [2.14, 1.05, -0.72], [0.90, 1.49, 0.05], [3.85, 2.77, -0.29], [3.20, 3.87, 0.56], [4.13, 3.16, -3.48], [2.82, 4.29, -3.84], [3.82, 4.54, -2.42], [1.85, 2.25, -2.94], [1.59, 3.57, -1.82], [2.75, 0.38, -0.10], [1.81, 0.44, -1.57], [1.13, 1.87, 1.05], [0.25, 0.62, 0.19], [0.32, 2.24, -0.48], [4.70, 3.21, -0.83], [4.28, 2.01, 0.37], [2.60, 4.55, -0.05], [3.98, 4.47, 1.04], [2.56, 3.47, 1.34], [-3.49, -3.64, -1.49], [-2.53, -3.25, -2.60], [-2.21, -1.83, -2.60], [-1.54, -1.39, -3.81], [-0.13, -1.93, -4.11], [-1.69, -1.30, -1.35], [-0.43, -1.96, -0.77], [-4.39, -3.02, -1.51], [-3.79, -4.68, -1.61], [-3.05, -3.55, -0.50], [-2.99, -3.47, -3.56], [-1.63, -3.89, -2.53], [-1.50, -0.29, -3.78], [-2.19, -1.64, -4.65], [0.63, -1.49, -3.46], [0.15, -1.68, -5.13], [-0.09, -3.01, -4.01], [-2.49, -1.35, -0.60], [-1.51, -0.23, -1.51], [-0.52, -3.04, -0.77], [-0.28, -1.64, 0.26], [0.46, -1.68, -1.33], [3.07, -0.73, -7.46], [3.63, -0.08, -6.20], [3.57, -0.96, -5.05], [3.80, -0.27, -3.79], [5.18, 0.34, -3.53], [4.22, -2.25, -5.20], [5.70, -2.27, -5.58], [2.06, -1.11, -7.28], [3.02, 0.01, -8.26], [3.69, -1.55, -7.82], [3.03, 0.80, -5.96], [4.65, 0.28, -6.42], [3.56, -0.97, -2.98], [3.05, 0.52, -3.72], [5.93, -0.42, -3.31], [5.11, 1.00, -2.66], [5.52, 0.94, -4.38], [3.66, -2.82, -5.95], [4.07, -2.80, -4.26], [5.91, -1.59, -6.41], [5.99, -3.28, -5.91], [6.35, -2.00, -4.75]],
  "fmax_ev_per_a": 0.386,
  "homo_ev": -4.3631,
  "gap_ev": 6.414,
  "total_charge": -1,
  "e_tot_ha": -3498.9224
}

***

{
  "formula": "C6H7N",
  "method": "wB97M-V/def2-TZVPD",
  "species": ["N", "C", "C", "C", "C", "C", "C", "H", "H", "H", "H", "H", "H", "H"],
  "xyz": [[3.08, 0.35, -0.21], [2.01, 0.21, 0.21], [0.68, -0.01, 0.79], [0.04, -1.32, 0.40], [-1.22, -1.08, 0.01], [-1.49, 0.37, 0.05], [-0.39, 1.01, 0.46], [0.82, -0.01, 1.89], [0.54, -2.27, 0.50], [-1.95, -1.83, -0.29], [-2.42, 0.83, -0.25], [-0.24, 2.08, 0.55], [0.37, 0.53, -2.20], [0.17, 1.22, -2.03]],
  "fmax_ev_per_a": 1.165,
  "homo_ev": -9.3340,
  "smiles": "N#CC1C=CC=C1.[H][H]",
  "de_lowest_kj_mol": 237.02,
  "gap_ev": 9.986,
  "total_charge": 0,
  "e_tot_ha": -287.4970
}

***

{
  "formula": "C9H9FN2",
  "method": "wB97M-V/def2-TZVPD",
  "species": ["C", "C", "C", "C", "C", "C", "C", "C", "C", "N", "N", "F", "H", "H", "H", "H", "H", "H", "H", "H", "H"],
  "xyz": [[-1.33, 0.19, 2.81], [-2.18, -0.82, 2.20], [-0.45, 0.94, 2.20], [-1.81, -1.32, 0.99], [0.41, 1.48, -0.07], [-0.07, 0.61, 0.77], [-0.67, -0.67, 0.32], [0.91, -0.92, -1.35], [1.61, 0.72, -2.86], [-0.19, -1.37, -0.62], [0.59, 0.24, -1.98], [2.00, -0.81, -0.44], [-1.52, 0.25, 3.88], [-3.13, -1.13, 2.79], [0.07, 1.75, 2.74], [-2.16, -2.16, 0.53], [0.98, 2.29, -0.51], [1.35, -1.71, -2.00], [1.18, 1.32, -3.71], [2.36, 1.31, -2.44], [2.06, -0.19, -3.26]],
  "fmax_ev_per_a": 7.460,
  "homo_ev": [-6.3565, -8.9510],
  "de_lowest_kj_mol": 244.40,
  "gap_ev": [6.085, 5.999],
  "spin_multiplicity": 3,
  "total_charge": 0,
  "e_tot_ha": -557.4260,
  "s2": 2.1231
}

***

{
  "formula": "C15H13N2Rh",
  "method": "wB97M-V/def2-TZVPD",
  "species": ["Rh", "C", "C", "C", "C", "C", "H", "H", "H", "H", "H", "C", "C", "C", "C", "N", "C", "C", "C", "C", "C", "C", "N", "H", "H", "H", "H", "H", "H", "H", "H"],
  "xyz": [[0.12, -0.28, 0.11], [-0.50, -1.67, 1.69], [0.90, -1.46, 1.71], [1.43, -1.86, 0.43], [0.36, -2.41, -0.34], [-0.82, -2.26, 0.41], [-1.20, -1.45, 2.47], [1.47, -1.01, 2.51], [2.47, -1.80, 0.14], [0.43, -2.82, -1.33], [-1.82, -2.50, 0.07], [1.38, 0.74, -3.91], [1.94, 1.99, -3.73], [1.93, 2.56, -2.47], [1.37, 1.87, -1.41], [0.84, 0.64, -1.60], [0.84, 0.09, -2.82], [1.25, 2.40, -0.04], [1.68, 3.65, 0.35], [1.46, 4.06, 1.66], [0.82, 3.21, 2.55], [0.43, 1.97, 2.10], [0.65, 1.57, 0.84], [1.36, 0.26, -4.88], [2.38, 2.52, -4.56], [2.35, 3.55, -2.31], [0.39, -0.88, -2.92], [2.16, 4.31, -0.35], [1.79, 5.04, 1.98], [0.63, 3.50, 3.57], [-0.08, 1.27, 2.75]],
  "fmax_ev_per_a": 0.414,
  "homo_ev": -16.2881,
  "gap_ev": 7.362,
  "total_charge": 2,
  "e_tot_ha": -798.8947
}